{
  "formula": "C13H9FN2O3",
  "method": "ωB97M-V/def2-TZVPD",
  "max_force_ev_per_a": 3.941,
  "smiles": "N#Cc1ccc(-c2ccc(O)cc2F)n1CC(=O)O",
  "orbital_gap_ev": 8.8181,
  "multiplicity": 1,
  "homo_energy_ev": -8.663,
  "symbols": ["N", "O", "F", "C", "O", "O", "C", "C", "C", "C", "C", "C", "C", "C", "C", "C", "C", "N", "C", "H", "H", "H", "H", "H", "H", "H", "H", "H"],
  "coordinates": [[-2.00710, 2.24255, 4.45233], [-1.93993, 2.90567, -1.24960], [-1.56061, -0.84097, -0.96648], [-1.37657, 1.65248, 3.65251], [-2.89827, 1.30977, 0.15315], [1.72316, -2.78106, -3.79610], [-1.88642, 2.18727, -0.28957], [0.14747, -0.14196, 3.20454], [0.74228, -0.77400, 2.00636], [-0.47160, 1.02096, 2.76958], [0.40293, 0.00190, 0.85812], [2.39253, -1.55453, -1.96824], [0.04683, -1.66256, -2.43214], [2.10399, -0.87455, -0.78810], [-0.23116, -0.93457, -1.32543], [1.34871, -1.80924, -2.82425], [0.78474, -0.47668, -0.49420], [-0.40603, 1.08484, 1.33995], [-0.69735, 2.28887, 0.58916], [-3.55323, 1.23711, -0.56279], [1.01446, -2.90258, -4.41950], [0.10623, -0.54408, 4.23697], [1.34356, -1.71483, 1.97224], [3.41155, -1.79039, -2.24653], [-0.70600, -2.17215, -3.01464], [2.88968, -0.73841, -0.10559], [-0.87567, 3.13196, 1.29834], [0.15181, 2.64920, -0.05008]]
}

{
  "formula": "C40H66O36S8",
  "method": "ωB97M-V/def2-TZVPD",
  "max_force_ev_per_a": 1.074,
  "smiles": "CCOCc1cccc2c1C(=O)C(CCCCCCCCCCOC)=CC2=O.O=S1(=O)OCCO1.O=S1(=O)OCCO1.O=S1(=O)OCCO1.O=S1(=O)OCCO1.O=S1(=O)OCCO1.O=S1(=O)OCCO1.O=S1(=O)OCCO1.O=S1(=O)OCCO1",
  "orbital_gap_ev": 7.8708,
  "multiplicity": 1,
  "homo_energy_ev": -8.792,
  "symbols": ["C", "C", "O", "C", "C", "C", "C", "C", "C", "C", "C", "O", "C", "C", "C", "C", "C", "C", "C", "C", "C", "C", "C", "O", "C", "C", "C", "O", "H", "H", "H", "H", "H", "H", "H", "H", "H", "H", "H", "H", "H", "H", "H", "H", "H", "H", "H", "H", "H", "H", "H", "H", "H", "H", "H", "H", "H", "H", "H", "H", "H", "H", "C", "C", "O", "S", "O", "O", "O", "H", "H", "H", "H", "C", "C", "O", "S", "O", "O", "O", "H", "H", "H", "H", "C", "C", "O", "S", "O", "O", "O", "H", "H", "H", "H", "C", "C", "O", "S", "O", "O", "O", "H", "H", "H", "H", "C", "C", "O", "S", "O", "O", "O", "H", "H", "H", "H", "C", "C", "O", "S", "O", "O", "O", "H", "H", "H", "H", "C", "C", "O", "S", "O", "O", "O", "H", "H", "H", "H", "C", "C", "O", "S", "O", "O", "O", "H", "H", "H", "H"],
  "coordinates": [[-5.27733, -0.04503, -1.20072], [-4.79045, -1.44528, -1.55538], [-4.04957, -1.36773, -2.75869], [-4.06661, -2.51441, -3.58774], [-3.72362, -3.80389, -2.88200], [-4.73136, -4.59562, -2.30764], [-4.45744, -5.77701, -1.62360], [-3.14489, -6.22663, -1.49884], [-2.12752, -5.45259, -2.05517], [-2.39547, -4.25762, -2.73164], [-1.20070, -3.51470, -3.23859], [-1.18268, -2.82215, -4.22188], [0.05321, -3.69739, -2.45565], [1.02264, -2.56339, -2.35028], [0.86324, -1.96981, -0.92163], [1.91671, -2.48704, 0.06780], [2.28964, -1.39341, 1.09013], [2.42378, -1.91178, 2.54137], [1.46297, -1.16207, 3.46928], [0.02310, -1.67696, 3.27138], [-0.83834, -1.51798, 4.51484], [-2.25154, -2.07140, 4.31411], [-3.26308, -1.06867, 3.72327], [-2.66622, -0.07863, 2.90496], [-2.45458, 1.17699, 3.52681], [0.28996, -4.86110, -1.84129], [-0.71623, -5.92168, -1.91845], [-0.46844, -7.10254, -1.86495], [-4.49861, 0.67415, -1.43234], [-5.56074, -0.01221, -0.15428], [-6.14239, 0.18138, -1.81838], [-5.66530, -2.08522, -1.65152], [-4.15061, -1.80111, -0.74659], [-5.03931, -2.63725, -4.07821], [-3.35625, -2.31110, -4.37219], [-5.75530, -4.26153, -2.39142], [-5.28406, -6.32489, -1.19717], [-2.92773, -7.13685, -0.96403], [2.04576, -2.90044, -2.47028], [0.75939, -1.78466, -3.05801], [0.95015, -0.88827, -0.96608], [-0.12710, -2.22324, -0.54830], [1.58521, -3.38264, 0.58502], [2.81597, -2.73579, -0.49667], [3.22375, -0.91315, 0.81146], [1.50824, -0.63830, 1.08197], [3.43280, -1.76815, 2.92196], [2.18617, -2.96886, 2.56704], [1.47206, -0.10209, 3.21250], [1.76424, -1.24124, 4.51439], [-0.41859, -1.09664, 2.46190], [0.05851, -2.71198, 2.95690], [-0.35313, -2.10024, 5.29757], [-0.85010, -0.48169, 4.84518], [-2.64871, -2.45058, 5.25471], [-2.20377, -2.92370, 3.64166], [-3.85249, -0.60747, 4.51546], [-3.94160, -1.62507, 3.07735], [-1.43038, 1.48135, 3.30877], [-2.54070, 1.14687, 4.60919], [-3.13083, 1.91463, 3.10350], [1.19763, -5.05398, -1.28916], [-2.70792, 6.80680, 3.24628], [-3.02079, 5.97650, 2.02100], [-3.13441, 4.63674, 2.52413], [-3.73459, 4.66731, 4.00676], [-5.13022, 4.42556, 3.94735], [-2.88089, 3.91632, 4.85192], [-3.50880, 6.22660, 4.28858], [-1.65669, 6.71883, 3.52797], [-2.96542, 7.85224, 3.11932], [-2.23900, 6.02688, 1.26851], [-3.97796, 6.26103, 1.57834], [3.89115, -2.88412, -5.91885], [4.42924, -1.67401, -6.65410], [4.64864, -0.70581, -5.62016], [5.08863, -1.44326, -4.26912], [6.50092, -1.41580, -4.15760], [4.24799, -0.99239, -3.22266], [4.64708, -2.92349, -4.70021], [2.83466, -2.76647, -5.66892], [4.03504, -3.80882, -6.47068], [3.72999, -1.27984, -7.38556], [5.38471, -1.88852, -7.13748], [2.08583, 9.11332, 3.44373], [1.95154, 10.21977, 2.41909], [1.19484, 9.61967, 1.35285], [0.16895, 8.56390, 1.95449], [-1.10432, 9.18759, 2.07450], [0.32537, 7.33427, 1.26664], [0.80615, 8.44570, 3.40941], [2.85722, 8.39399, 3.16536], [2.28257, 9.48848, 4.44316], [2.91146, 10.56640, 2.04501], [1.38668, 11.06327, 2.81989], [4.92279, 9.51865, -0.76951], [5.39026, 10.78602, -1.45327], [5.68889, 11.67725, -0.36651], [6.24461, 10.84767, 0.88037], [7.65920, 10.88444, 0.88610], [5.48369, 11.20786, 2.02487], [5.77664, 9.39985, 0.38133], [3.88845, 9.60448, -0.42887], [5.02655, 8.63826, -1.39675], [4.63055, 11.22481, -2.09384], [6.30455, 10.62124, -2.02629], [6.16038, -5.71675, -0.82083], [6.36771, -6.35142, 0.53917], [6.17310, -5.27354, 1.46353], [5.07418, -4.25906, 0.88819], [3.81880, -4.57711, 1.46372], [5.61181, -2.95147, 0.92223], [5.07960, -4.79621, -0.62200], [7.03979, -5.15476, -1.14069], [5.89123, -6.43992, -1.58567], [7.36284, -6.76822, 0.66334], [5.61955, -7.12128, 0.74104], [0.47024, -7.15732, 2.12962], [0.63735, -7.95238, 3.40875], [0.38189, -6.99964, 4.44953], [-0.71707, -5.94323, 3.95962], [-1.99334, -6.32831, 4.43945], [-0.20520, -4.63892, 4.16481], [-0.64080, -6.29082, 2.39712], [1.34857, -6.54230, 1.91921], [0.24843, -7.78427, 1.26993], [1.63665, -8.36216, 3.52274], [-0.09965, -8.75478, 3.48337], [-4.63494, -8.92328, -2.95142], [-4.86796, -10.00939, -3.97923], [-5.32519, -11.12900, -3.20795], [-6.17877, -10.61332, -1.95521], [-7.55896, -10.66606, -2.27089], [-5.66055, -11.21909, -0.78490], [-5.71070, -9.08132, -2.01552], [-3.69112, -9.06853, -2.42263], [-4.66055, -7.92596, -3.37958], [-3.96612, -10.27593, -4.52230], [-5.65294, -9.73236, -4.68616], [-1.09327, 11.31281, -1.03007], [-1.69142, 11.38154, -2.41819], [-0.88977, 12.36488, -3.09219], [0.61496, 12.30310, -2.55068], [1.40612, 11.51569, -3.42666], [1.00976, 13.61022, -2.17574], [0.32076, 11.43593, -1.23885], [-1.42380, 12.14806, -0.40999], [-1.31377, 10.37729, -0.52298], [-2.73333, 11.68705, -2.41614], [-1.58964, 10.43177, -2.94715]]
}

{
  "formula": "C30H40BrGeN5OSSeV",
  "method": "ωB97M-V/def2-TZVPD",
  "max_force_ev_per_a": 9.981,
  "orbital_gap_ev": [3.9804, 3.9811],
  "multiplicity": 4,
  "homo_energy_ev": [-0.969, -0.969],
  "total_charge": -2,
  "symbols": ["V", "C", "C", "N", "N", "C", "N", "S", "C", "C", "C", "C", "C", "N", "H", "H", "H", "H", "H", "H", "H", "H", "H", "Br", "C", "C", "C", "C", "C", "C", "C", "C", "C", "C", "H", "H", "H", "H", "H", "H", "C", "Ge", "C", "C", "C", "Se", "C", "H", "H", "H", "H", "H", "H", "H", "H", "H", "H", "H", "H", "H", "H", "C", "C", "C", "C", "C", "C", "N", "H", "H", "H", "H", "H", "H", "H", "H", "C", "O", "H", "H", "H"],
  "coordinates": [[-0.29897, 3.09438, -1.20474], [-1.25469, -0.60960, 0.50701], [-1.24938, 0.55364, -0.26162], [-1.36908, 1.86034, 0.15480], [-1.73846, 2.31475, 1.32442], [-1.68340, 3.57462, 1.43692], [-2.53658, 4.06198, 2.53880], [-0.87941, 4.78671, 0.41130], [-1.05307, 0.30335, -1.65448], [-1.05621, -0.90874, -2.11889], [-0.76009, -1.20940, -3.43066], [-0.21490, -0.16951, -4.15178], [-0.21335, 1.06752, -3.69120], [-0.70938, 1.41732, -2.50977], [-5.76160, -2.24673, -1.92265], [-0.86655, -1.52694, 0.16816], [-1.23313, -0.59369, 1.55637], [-2.59827, 3.27723, 3.05778], [-1.97594, 4.73737, 2.96929], [-1.36514, -1.58905, -1.52383], [-0.59245, -2.20863, -3.96867], [0.22510, -0.48834, -5.08742], [-0.03897, 2.08375, -4.21460], [0.23709, -4.32571, 0.82890], [-0.64309, -4.93747, -0.75361], [-1.68287, -5.80506, -0.53985], [-2.39364, -6.42759, -1.58539], [-2.17636, -5.95440, -2.91982], [-1.12001, -5.10572, -3.18366], [-0.76545, -4.78853, -4.57848], [0.37874, -4.29302, -4.91565], [1.36987, -3.98028, -3.90199], [0.93959, -3.94268, -2.56063], [-0.25659, -4.60813, -2.13011], [-1.86735, -6.14166, 0.60830], [-3.20477, -7.33207, -1.23762], [-2.69709, -6.35081, -3.74720], [-1.62248, -4.97877, -5.13420], [0.80840, -3.76323, -6.12538], [2.29528, -3.46798, -4.19604], [1.58975, 1.33087, 4.50367], [0.24023, 1.99107, 5.30662], [-0.07666, 3.83886, 5.77504], [0.11207, 1.58335, 7.54663], [-1.51875, 1.21478, 4.57790], [-2.15696, -0.49289, 4.96016], [-0.76309, -1.55103, 4.17590], [2.81345, 1.69757, 4.69387], [2.09503, 0.22349, 4.55464], [-6.49097, -2.44178, -1.32884], [0.81396, 4.90145, 5.22076], [-1.35538, 4.15713, 6.06787], [-0.56836, 3.95894, 4.70867], [0.37919, 2.43462, 8.23167], [1.17029, 1.30128, 7.02392], [-0.73482, 0.74599, 8.46129], [-1.22065, 1.63070, 3.34179], [-2.09425, 2.18143, 4.48860], [-0.55002, -0.71373, 3.00530], [-1.00887, -2.45190, 3.43351], [0.13587, -1.29493, 4.61392], [1.31424, 5.77830, -1.73773], [2.26091, 4.49021, -1.87262], [3.54537, 4.47580, -2.26426], [3.80933, 2.99603, -2.09913], [2.72175, 2.43369, -1.78588], [2.71194, 0.91779, -1.63505], [1.72874, 3.28137, -1.70328], [1.92104, 6.72220, -1.94890], [1.24239, 6.11755, -0.59577], [0.33050, 5.69193, -2.12576], [4.25321, 5.38830, -2.52695], [4.75146, 2.54878, -2.23933], [3.26595, 0.35285, -0.94059], [3.37553, 0.38747, -2.39157], [1.65821, 0.46312, -1.54724], [2.38467, -2.27736, -1.69440], [1.86060, -3.59119, -1.71128], [1.71796, -1.54244, -1.96789], [3.27765, -2.17811, -2.24784], [2.68215, -2.08081, -0.63955]]
}